Density functional theory data (the ωB97M-V functional and the def2-TZVPD basis) for C5H11NO in the gas phase.

Geometry as XYZ:
```
18
Properties=species:S:1:pos:R:3:mulliken_charge:R:1
C -2.708 -0.387 0.108 -0.977
H -3.134 -1.035 0.882 0.298
H -0.814 1.154 -1.013 0.308
C -0.539 0.086 -1.041 -0.652
H 3.479 1.507 0.007 0.241
H -3.277 -0.549 -0.815 0.300
O 1.558 0.895 0.123 -0.421
H -2.846 0.666 0.420 0.375
H -0.585 0.474 1.518 0.308
C -0.363 -0.454 0.963 -0.635
H -0.517 -0.267 -2.079 0.286
N -1.325 -0.732 -0.109 -0.152
H 1.210 -1.073 -0.420 0.317
C 2.881 0.641 -0.286 -0.718
C 0.677 -0.161 -0.126 0.219
H 3.288 -0.252 0.211 0.316
H 2.959 0.501 -1.375 0.308
H -0.184 -1.274 1.667 0.278
```

Calculated values
Calculated total energy in Eh: -327.0427
LUMO energy in eV: 1.10
Relative energy (zero: lowest compared OMol25 entry of this formula, charge and spin) in kcal/mol: 55.7
Gap between HOMO and LUMO in eV: 9.831
Multiplicity: 1
Highest occupied orbital energy in eV: -8.726
Net charge: 0